Computed, not measured: 2 unconnected molecules or ions with the total composition C3H6S3, with the ωB97M-V functional and the def2-TZVPD basis.

Electronic energy ... -1312.25937 a.u.
ΔE to the lowest compared entry with this formula, charge and spin ... 5.462 eV
E_HOMO (alpha / beta) ... -8.8 / -8.8 eV

Geometry (Å):
C1 0.374 -0.838 0.920
S1 0.844 -2.516 0.182
H1 -0.562 -0.988 1.386
S2 -1.518 3.171 -2.187
H2 -1.276 2.546 -3.340
H3 -1.962 0.407 0.199
C2 0.203 0.348 -0.064
S3 1.591 -0.422 2.251
H4 2.517 -0.364 1.213
H5 -0.370 -2.944 -0.043
C3 -0.967 0.866 -0.074
H6 1.125 0.734 -0.443

Cartesian forces (eV/Å) of the 3 atoms listed first:
C 0.649 -0.445 -0.221
S 0.778 1.449 0.384
H -0.903 -0.299 0.685

---

Computed, not measured: a molecular structure, C28H34AuFN3O5S2, with the ωB97M-V functional and the def2-TZVPD basis.

Electronic energy ... -2658.69872 a.u.
2S+1 ... 3
E_HOMO (alpha / beta) ... -15.6 / -15.5 eV
Net charge ... +3

Geometry (Å):
C1 -4.511 -0.032 -6.355
Au1 1.690 -1.284 2.411
H1 1.980 2.842 2.489
C2 -0.925 0.844 -3.104
H2 -3.207 -2.573 1.250
H3 4.884 -2.228 5.514
H4 -3.600 -4.416 -0.255
H5 6.360 1.769 5.873
H6 -5.377 -4.258 -0.560
C3 5.923 -2.829 1.561
H7 5.644 0.120 1.991
H8 -3.757 0.047 -8.307
C4 -2.592 -1.949 0.613
C5 -0.439 0.543 -1.866
C6 6.052 0.938 5.253
O1 -0.176 -1.085 3.173
C7 -1.141 -0.323 -1.027
C8 -4.383 -3.912 -0.805
H9 -1.993 1.603 -7.972
H10 -4.678 0.216 -4.221
H11 2.466 2.122 5.882
C9 -1.244 -1.603 2.657
H12 -4.888 -3.554 -2.945
C10 5.631 -0.243 5.847
H13 -5.416 0.414 -6.763
C11 6.075 1.064 3.868
O2 -2.130 -2.167 3.252
F1 -0.234 1.703 -3.831
C12 -2.839 -0.589 -2.754
O3 0.482 -0.118 0.655
O4 3.557 -1.760 1.745
C13 0.735 4.095 3.765
C14 -2.698 1.438 -7.159
C15 5.653 0.017 3.068
H14 -5.098 -1.825 -1.086
C16 -4.220 -2.459 -1.119
H15 6.371 -1.911 1.191
H16 5.623 -0.341 6.923
H17 -3.108 -3.688 -2.602
O5 2.153 0.594 3.776
C17 -2.169 0.306 -3.597
S1 0.968 1.472 4.127
C18 -4.136 0.674 -5.042
S2 4.566 -2.485 2.681
H18 6.420 1.979 3.406
N1 -3.018 -1.776 -0.666
H19 0.237 2.662 2.156
H20 5.535 -3.427 0.739
H21 0.933 5.000 3.191
H22 -3.755 -1.056 -3.086
H23 -4.443 1.724 -5.078
C19 -1.943 1.412 -5.824
H24 6.648 -3.412 2.129
N2 -2.691 0.627 -4.821
C20 1.543 2.559 5.509
H25 -3.443 2.231 -7.195
H26 -1.796 2.446 -5.504
H27 2.707 4.163 4.627
C21 0.980 2.852 2.927
C22 1.685 3.974 4.956
H28 -0.960 0.963 -5.963
H29 -4.683 -1.097 -6.210
C23 -2.356 -0.912 -1.494
H30 -0.303 4.136 4.102
C24 5.212 -1.303 5.055
N3 -3.397 0.131 -7.352
H31 1.444 4.706 5.726
C25 -1.469 -1.395 1.147
C26 -4.097 -3.487 -2.210
C27 -0.616 -0.595 0.331
H32 0.767 2.491 6.269
H33 -2.715 -0.619 -7.223
H34 0.482 0.994 -1.521
C28 5.236 -1.160 3.676

Cartesian forces (eV/Å) of the 3 atoms listed first:
C -0.233 0.016 0.471
Au 0.378 0.071 1.200
H 0.019 -0.020 0.005

---

Computed, not measured: a molecular structure, C10H22NO5S2, with the ωB97M-V functional and the def2-TZVPD basis.

Electronic energy ... -1621.56192 a.u.
E_HOMO ... -5.4 eV
Net charge ... -1

Geometry (Å):
C1 1.351 -5.001 -1.337
H1 0.903 -5.519 -2.202
H2 -0.648 -5.061 -0.565
H3 0.568 1.287 -0.532
H4 -0.207 -3.461 -1.198
O1 3.114 -4.539 -3.249
S1 2.549 -3.811 -2.065
H5 1.846 -5.748 -0.702
H6 -0.420 6.044 1.583
H7 -0.980 5.193 4.644
H8 -1.185 4.611 0.874
C2 -0.346 4.290 2.808
S2 1.638 -1.221 -1.588
H9 -1.064 1.379 -1.271
H10 -0.114 -0.292 1.100
C3 -1.069 -1.210 -2.468
O2 3.651 -3.495 -1.125
H11 0.608 5.752 4.047
H12 -0.715 -2.174 -2.856
C4 -0.304 0.693 -0.845
O3 -0.043 3.151 2.547
C5 -0.911 0.041 0.421
H13 -1.453 2.077 1.014
H14 -2.009 5.484 2.179
C6 0.157 -4.302 -0.600
O4 2.725 -0.256 -1.945
C7 -1.793 1.063 1.244
H15 -1.545 -0.680 -3.317
C8 -0.051 4.889 4.159
N1 1.701 -2.502 -2.676
C9 -1.036 5.169 1.797
H16 0.445 4.147 4.782
H17 0.364 0.332 -2.846
H18 0.455 -4.033 0.419
H19 -1.863 -1.368 -1.724
H20 -1.572 0.879 2.308
O5 1.587 -1.592 -0.149
H21 -1.547 -0.836 0.229
H22 -2.872 0.908 1.086
C10 0.087 -0.287 -1.976

Cartesian forces (eV/Å) of the 3 atoms listed first:
C -1.332 0.843 -0.105
H 0.562 0.233 0.134
H 0.214 0.366 0.193